# 1
The following is a DFT calculation (ωB97M-V with the def2-TZVPD basis set) of an isolated molecule of C4H3ClN2O in a non-equilibrium geometry.

Results
* orbital gap: 0.337 hartree
* energy relative to the best compared isomer or geometry (same formula, charge and spin): 173.52 kJ/mol
* E_HOMO: -9.529 eV
* SMILES: Oc1cnc(Cl)cn1
* net charge: 0

Positions of all 11 atoms, in Å:
O1 -3.054 -0.072 0.222
C1 -1.722 0.001 0.013
C2 -1.121 1.179 0.027
N1 0.244 1.335 -0.274
C3 0.851 0.155 -0.381
Cl1 2.634 -0.049 0.218
C4 0.209 -1.141 -0.152
N2 -1.031 -1.168 -0.208
H1 -3.429 -0.903 0.689
H2 -1.487 2.096 0.298
H3 0.782 -2.121 -0.134

---

# 2
The following is a DFT calculation (ωB97M-V with the def2-TZVPD basis set) of an isolated molecule of C4H3ClN2O in a non-equilibrium geometry.

Results
* orbital gap: 0.348 hartree
* energy relative to the best compared isomer or geometry (same formula, charge and spin): 215.85 kJ/mol
* E_HOMO: -10.357 eV
* SMILES: N#C/C(Cl)=C/C(N)=O
* net charge: 0

Positions of all 11 atoms, in Å:
N1 3.567 -1.043 -0.077
C1 2.603 -0.323 -0.221
C2 1.250 0.251 -0.213
Cl1 1.077 1.946 -0.596
C3 0.177 -0.581 -0.124
C4 -1.237 -0.256 -0.303
N2 -1.811 0.615 0.656
O1 -1.994 -0.761 -1.242
H1 0.325 -1.698 -0.153
H2 -1.204 0.936 1.658
H3 -2.752 0.913 0.615

---

- Which value of energy relative to the best compared isomer or geometry (same formula, charge and spin) does entry 2 give?
  215.85 kJ/mol

---

Repeat the first record exactly.
The following is a DFT calculation (ωB97M-V with the def2-TZVPD basis set) of an isolated molecule of C4H3ClN2O in a non-equilibrium geometry.

Results
* orbital gap: 0.337 hartree
* energy relative to the best compared isomer or geometry (same formula, charge and spin): 173.52 kJ/mol
* E_HOMO: -9.529 eV
* SMILES: Oc1cnc(Cl)cn1
* net charge: 0

Positions of all 11 atoms, in Å:
O1 -3.054 -0.072 0.222
C1 -1.722 0.001 0.013
C2 -1.121 1.179 0.027
N1 0.244 1.335 -0.274
C3 0.851 0.155 -0.381
Cl1 2.634 -0.049 0.218
C4 0.209 -1.141 -0.152
N2 -1.031 -1.168 -0.208
H1 -3.429 -0.903 0.689
H2 -1.487 2.096 0.298
H3 0.782 -2.121 -0.134